[1]
This record from OMol25 describes C5H8 in the gas phase at a distorted geometry. The level of theory is ωB97M-V with the def2-TZVPD basis set.

Each line ends with the Mulliken charge.
Geometry (Å):
C -0.248 -0.607 0.759  -0.4143
C -1.442 -0.143 -0.121  -0.9039
C 0.137 1.551 -1.383  -0.5999
C 1.051 1.001 -0.643  -0.1317
C 1.124 -0.227 0.192  -0.3566
H -0.256 -1.701 0.939  0.2779
H -0.317 -0.173 1.763  0.2786
H -1.723 -0.933 -0.834  0.2957
H -2.307 0.010 0.520  0.3348
H -1.378 0.891 -0.653  0.3218
H 1.990 1.407 -1.011  0.3559
H 1.504 -0.972 -0.517  0.2372
H 1.865 -0.102 0.989  0.3045

Atomic forces in eV per Å
-0.1 0.2 0.0
-0.1 0.0 0.2
0.1 0.3 0.3
-0.2 0.0 -0.6
0.1 -0.2 -0.1
-0.2 0.5 -0.3
-0.2 0.2 -0.2
0.2 0.5 -0.1
-0.2 -0.1 0.1
0.4 -1.5 0.6
0.3 0.4 -0.1
0.0 -0.2 0.4
-0.1 -0.2 -0.1

- Maximum force: 0.0321 Eh/bohr
- Electronic energy: -195.1595 a.u.
- HOMO level: -9.87 eV
- Kohn-Sham gap: 10.349 eV
- Relative energy (zero: lowest compared OMol25 entry of this formula, charge and spin): 348.0 kJ/mol



[2]
This record from OMol25 describes C5H8 in the gas phase. The level of theory is ωB97M-V with the def2-TZVPD basis set.

Each line ends with the Mulliken charge.
Geometry (Å):
C -0.499 -0.051 -1.570  -1.0025
C 0.692 -0.455 -0.689  -0.4941
C 0.804 0.461 0.502  -0.2497
C -0.067 0.458 1.521  -0.0399
C -1.206 -0.226 2.000  -0.4974
H -1.430 -0.117 -0.994  0.3099
H -0.395 0.989 -1.897  0.3080
H -0.592 -0.685 -2.460  0.3021
H 0.572 -1.502 -0.375  0.2774
H 1.615 -0.408 -1.277  0.2772
H 1.512 1.285 0.456  0.3199
H -0.074 1.357 2.167  0.2949
H -0.933 -1.106 2.617  0.1941

Atomic forces in eV per Å
-0.1 0.0 0.0
0.0 -0.1 -0.1
-0.1 0.0 0.0
-0.2 0.0 0.1
0.3 0.0 -0.1
0.1 0.0 -0.1
0.0 -0.2 0.0
0.0 0.1 0.2
0.0 0.2 0.0
-0.1 0.0 0.1
-0.1 -0.1 0.0
0.1 0.0 0.1
0.0 0.1 -0.2

- Maximum force: 0.0063 Eh/bohr
- Electronic energy: -195.1378 a.u.
- HOMO level (alpha / beta): -8.15 / -8.24 eV
- Kohn-Sham gap (alpha / beta): 7.642 / 7.555 eV
- Relative energy (zero: lowest compared OMol25 entry of this formula, charge and spin): 405.0 kJ/mol



[3]
This record from OMol25 describes C5H8 in the gas phase at a distorted geometry. The level of theory is ωB97M-V with the def2-TZVPD basis set.

Each line ends with the Mulliken charge.
Geometry (Å):
C 1.443 -0.821 0.156  -1.1643
C 0.279 0.077 -0.132  0.6888
C 0.565 1.400 -0.147  -0.8824
C -0.970 -0.526 -0.390  -0.2289
C -2.087 -0.014 0.229  -0.7120
H 2.404 -0.216 0.308  0.2859
H 1.259 -1.428 1.045  0.2795
H 1.761 -1.420 -0.673  0.3347
H 1.543 1.833 0.078  0.2386
H -0.143 2.230 -0.439  0.2789
H -0.997 -1.397 -1.040  0.3325
H -3.015 -0.438 -0.078  0.2770
H -2.041 0.718 1.086  0.2717

Atomic forces in eV per Å
1.9 1.0 0.8
3.2 1.8 0.2
-1.4 1.0 -0.5
-3.2 1.2 1.3
1.9 -0.8 -0.4
-1.4 -0.6 0.2
0.1 -0.2 -0.2
-0.4 -0.8 -0.6
-0.1 -0.7 0.0
0.4 -1.4 0.3
-0.3 0.2 0.0
-0.8 -0.1 0.3
0.0 -0.7 -1.4

- Maximum force: 0.0727 Eh/bohr
- SMILES: C=CC(=C)C
- Electronic energy: -195.2463 a.u.
- HOMO level: -8.84 eV
- Kohn-Sham gap: 9.882 eV
- Relative energy (zero: lowest compared OMol25 entry of this formula, charge and spin): 120.1 kJ/mol